This record from the Open Molecules 2025 dataset describes an isolated ion of composition C4H7N2 and charge +1 at a distorted geometry. The level of theory is ωB97M-V with the def2-TZVPD basis set.

Properties
SMILES   C=[N+]1C=NCC1
Gap between HOMO and LUMO   0.356 Eh
Spin multiplicity   1
Calculated total energy   -265.78354 hartree
E_LUMO   -0.2087 hartree
E_HOMO   -15.36 eV
Charge   +1

Each line ends with the natural charge from an NBO analysis.
Atoms and positions in Å:
C 0.12 -1.34 -0.03  0.180
C -1.98 -0.28 0.06  0.105
C 1.60 0.29 0.06  -0.314
C 0.23 1.06 -0.06  -0.183
N 1.41 -1.09 -0.02  -0.229
N -0.74 -0.28 0.00  -0.281
H -0.21 -2.33 0.01  0.231
H -2.40 0.78 0.12  0.246
H -2.52 -1.26 0.03  0.252
H 2.14 0.65 -0.84  0.247
H 2.32 0.61 0.93  0.272
H -0.17 1.54 0.73  0.218
H 0.22 1.65 -0.99  0.256

This record from the Open Molecules 2025 dataset describes a 2-piece molecular cluster, C4H7N2 overall at a distorted geometry. The level of theory is ωB97M-V with the def2-TZVPD basis set.

Properties
Gap between HOMO and LUMO   0.491 Eh
Spin multiplicity   1
Calculated total energy   -265.79059 hartree
E_LUMO   -0.1209 hartree
E_HOMO   -16.65 eV
Charge   +1

Each line ends with the natural charge from an NBO analysis.
Atoms and positions in Å:
C -2.70 0.34 0.97  0.167
C 0.81 -0.54 0.11  0.724
C 0.72 -1.84 0.61  -0.735
C 0.84 1.65 -1.06  -0.480
N -1.70 -0.03 0.55  -0.429
N 1.03 0.49 -0.35  -0.215
H -3.80 0.45 1.16  0.278
H 1.80 -2.02 0.83  0.300
H 0.52 -2.44 -0.15  0.286
H 0.04 -1.95 1.44  0.310
H 1.79 1.98 -1.36  0.256
H 0.19 2.46 -0.69  0.276
H 0.48 1.47 -2.06  0.263

This record from the Open Molecules 2025 dataset describes an isolated ion of composition C4H7N2 and charge +1 at a distorted geometry. The level of theory is ωB97M-V with the def2-TZVPD basis set.

Properties
SMILES   Cc1c[nH]c[nH+]1
Gap between HOMO and LUMO   0.380 Eh
Spin multiplicity   1
Calculated total energy   -265.87217 hartree
E_LUMO   -0.1423 hartree
E_HOMO   -14.23 eV
Charge   +1

Each line ends with the natural charge from an NBO analysis.
Atoms and positions in Å:
C 0.83 1.26 1.54  -0.667
C 0.20 0.56 0.39  0.166
C 0.65 0.39 -0.89  -0.056
N 0.04 -0.75 -1.37  -0.463
C -0.98 -1.06 -0.57  0.263
N -0.78 -0.42 0.58  -0.461
H 0.55 2.31 1.60  0.261
H 0.50 0.84 2.49  0.244
H 1.91 1.19 1.55  0.260
H 1.25 1.11 -1.41  0.267
H 0.40 -1.43 -2.04  0.464
H -1.69 -1.78 -0.94  0.261
H -1.22 -0.70 1.44  0.460

This record from the Open Molecules 2025 dataset describes an isolated ion of composition C4H7N2 and charge +1 at a distorted geometry. The level of theory is ωB97M-V with the def2-TZVPD basis set.

Properties
Gap between HOMO and LUMO   0.299 Eh
Spin multiplicity   1
Calculated total energy   -265.77338 hartree
E_LUMO   -0.2122 hartree
E_HOMO   -13.92 eV
Charge   +1

Each line ends with the natural charge from an NBO analysis.
Atoms and positions in Å:
C -0.36 -0.12 -1.92  0.247
C 1.02 -0.56 -0.22  0.312
C -0.32 -0.46 0.42  -0.142
C -0.30 0.77 1.41  -0.593
N 0.98 -0.46 -1.49  -0.481
N -1.13 -0.04 -0.84  -0.533
H 1.98 -0.80 0.25  0.262
H -0.63 -1.41 0.68  0.276
H 0.34 1.41 0.86  0.217
H -0.05 0.51 2.42  0.257
H -1.28 1.32 1.42  0.258
H 1.83 -0.35 -2.04  0.466
H -2.08 0.20 -0.93  0.454

Computed ΔE to the lowest compared entry with this formula, charge and spin, in the same sequence as the records: 328.0 309.5 95.3 354.7 kJ/mol.